Entry 1:
A molecular structure, C29H40N8O6PbS2Se2, computed with wB97M-V/def2-TZVPD.

Results
total energy: -7810.21510 Eh
Kohn-Sham gap: 5.161 eV
total charge: +2
energy relative to the best compared isomer or geometry (same formula, charge and spin): 1.124 eV

```
88
Properties=species:S:1:pos:R:3:mulliken_charge:R:1
Pb -0.6259 1.2442 0.8819 2.065
C 3.2116 2.8575 4.0283 -1.089
N 1.9769 2.2991 4.5709 0.217
C 1.8238 2.3731 6.0214 -1.061
C 1.0249 1.8548 3.7550 0.511
O 1.1740 1.8304 2.5200 -0.793
C -0.2501 1.3365 4.4044 -0.804
O -1.2734 1.3301 3.4351 -0.209
C -2.4266 0.5986 3.7966 -1.047
C -3.3598 0.6149 2.5938 0.633
O -3.0144 1.1928 1.5483 -0.903
N -4.5361 0.0158 2.7330 0.223
C -5.4104 -0.1473 1.5768 -1.089
C -4.9418 -0.6999 3.9379 -0.951
H 4.0667 2.2806 4.3827 0.393
H 3.3178 3.8914 4.3578 0.467
H 3.1672 2.8372 2.9446 0.203
H 2.7861 2.6275 6.4549 0.386
H 1.5054 1.4193 6.4410 0.368
H 1.1094 3.1487 6.3032 0.359
H -0.5414 1.9733 5.2440 0.496
H -0.0651 0.3177 4.7703 0.396
H -2.9114 1.0681 4.6588 0.563
H -2.1743 -0.4381 4.0442 0.567
H -4.9635 0.3389 0.7169 0.288
H -6.3842 0.2979 1.7784 0.383
H -5.5366 -1.2121 1.3725 0.379
H -4.4064 -1.6455 4.0214 0.306
H -6.0061 -0.9042 3.8653 0.379
H -4.7775 -0.1053 4.8354 0.357
Se -0.9942 6.2036 0.2017 -0.145
C -0.8586 4.4898 0.1289 0.326
N -0.7471 3.3104 0.0759 -1.202
C 1.8647 -0.1836 -5.8254 -1.062
N 0.4657 0.1626 -5.6565 0.361
C -0.2526 -0.0184 -4.5461 -0.057
Se 0.5058 -0.4715 -2.8391 0.136
N -1.4943 0.4366 -4.7565 0.264
C -1.5991 0.9337 -6.0507 0.269
C -2.6516 1.5176 -6.7385 -0.704
C -2.3957 1.9143 -8.0367 -0.559
C -1.1371 1.7322 -8.6226 -0.601
C -0.0893 1.1535 -7.9335 -0.690
C -0.3418 0.7561 -6.6274 0.698
H 2.1801 -0.8225 -5.0024 0.371
H 2.4865 0.7116 -5.8386 0.370
H 2.0051 -0.7184 -6.7626 0.363
H -2.2289 0.4454 -4.0675 0.198
H -3.6186 1.6670 -6.2789 0.438
H -3.1810 2.3780 -8.6164 0.420
H -0.9869 2.0585 -9.6420 0.413
H 0.8816 1.0208 -8.3903 0.419
C 2.4117 -2.5111 0.8266 -0.815
N 2.9369 -1.1638 0.9586 0.195
C 3.4841 -0.8846 2.2795 -1.014
C 2.4576 -0.1820 0.1421 -0.115
O 1.3449 -0.2906 -0.4513 0.297
N 3.2405 0.8905 -0.0747 0.419
C 4.6729 0.8943 0.1913 -1.244
C 2.7526 2.0254 -0.8428 -1.042
H 3.2095 -3.2097 1.0815 0.406
H 2.1091 -2.6885 -0.2031 0.231
H 1.5678 -2.6824 1.4881 0.161
H 2.7603 -1.1913 3.0406 0.298
H 3.6778 0.1758 2.4064 0.289
H 4.4112 -1.4381 2.4388 0.293
H 5.0390 -0.1193 0.3252 0.398
H 4.9193 1.4859 1.0754 0.316
H 5.1848 1.3377 -0.6631 0.432
H 1.6702 2.0963 -0.7744 0.248
H 3.0306 1.9309 -1.8960 0.347
H 3.1876 2.9390 -0.4410 0.358
O -0.4023 -1.9921 2.6078 -0.579
S -1.4865 -2.4531 1.7854 1.083
O -2.7183 -2.7462 2.4439 -0.670
N -1.7175 -1.2789 0.6182 -0.283
C -1.3428 -1.7083 -0.5341 0.103
S -1.4743 -0.5091 -1.8161 -0.117
C -0.9296 -3.1062 -0.6326 0.793
C -0.5426 -3.8482 -1.7376 -0.656
C -0.1629 -5.1702 -1.5417 -0.633
C -0.1778 -5.7455 -0.2773 -0.737
C -0.6071 -5.0157 0.8299 -0.563
C -0.9705 -3.7073 0.6267 -0.128
H -0.5481 -3.4174 -2.7295 0.471
H 0.1445 -5.7647 -2.3908 0.453
H 0.1516 -6.7666 -0.1458 0.455
H -0.6559 -5.4579 1.8161 0.530
```



Entry 2:
A molecular structure, C29H41BCaF4N4O2, computed with wB97M-V/def2-TZVPD.

Results
total energy: -2601.07180 Eh
Kohn-Sham gap: 3.618 eV
total charge: -2
energy relative to the best compared isomer or geometry (same formula, charge and spin): 0.000 eV

```
82
Properties=species:S:1:pos:R:3:mulliken_charge:R:1
Ca 0.2763 1.0264 0.5499 1.424
C 0.0037 3.7509 -2.4592 -1.341
C -1.2425 2.8827 -2.3802 -0.820
N -1.5630 2.4417 -1.0274 1.349
C -2.4363 1.2725 -1.0067 1.220
C -3.8004 1.4123 -1.6842 -1.790
C -2.0545 3.5517 -0.1985 -1.148
C -2.1604 3.2303 1.2882 -1.000
N -0.9020 2.7203 1.7432 -0.692
C -0.8304 2.2004 2.9908 0.826
C 0.3798 1.5901 3.4497 -2.009
F 1.4425 1.4958 2.3890 -0.060
C 0.3598 0.2952 4.1337 2.830
F 1.6476 0.0671 4.8293 -0.499
C -0.7225 0.3244 5.1501 -1.976
C -1.7483 1.1932 4.9935 1.007
F -2.7803 1.1631 5.8915 -0.417
C -1.8663 2.1075 3.9440 0.177
F -3.0103 2.8996 3.8821 -0.463
H 0.2741 3.9080 -3.5070 0.408
H 0.8295 3.2504 -1.9504 0.048
H -0.1512 4.7323 -2.0082 0.430
H -1.0818 1.9836 -2.9852 0.349
H -2.0979 3.4179 -2.8319 0.382
H -2.5903 0.9948 0.0392 -0.414
H -1.8886 0.4439 -1.4765 -0.645
H -4.3898 2.2083 -1.2274 0.371
H -4.3606 0.4813 -1.5768 0.458
H -3.7027 1.6262 -2.7505 0.330
H -3.0352 3.9026 -0.5695 0.290
H -1.3513 4.3748 -0.3207 0.492
H -2.9996 2.5283 1.4489 0.332
H -2.4831 4.1600 1.7845 0.426
H -0.7742 -0.4565 5.8957 0.202
N -1.7715 -4.8756 5.1449 -0.724
C -1.5348 -3.8959 4.5837 -0.048
C -1.2567 -2.6754 3.8753 1.125
C -2.3129 -2.0088 3.1746 -1.635
C -1.8923 -1.0587 2.2590 -0.471
N -0.6588 -0.6288 2.0646 0.699
C 0.3177 -0.9338 3.1376 0.436
C 0.0262 -2.2390 3.8076 -1.396
H -3.3436 -2.3181 3.2493 0.387
H -2.6374 -0.6767 1.5548 0.186
H 1.3195 -0.9893 2.6969 -0.472
H 0.8281 -2.7950 4.2765 0.415
C 4.3167 0.5870 -1.8370 -1.999
C 3.3366 0.6958 -0.6647 3.242
C 3.4262 -0.5989 0.1524 -1.760
C 3.7920 1.8512 0.2347 -1.722
C 1.9016 1.0317 -1.2460 -3.219
H 5.3538 0.5086 -1.4871 0.467
H 4.2417 1.4695 -2.4782 0.383
H 4.0869 -0.2933 -2.4449 0.157
H 4.4537 -0.7735 0.4967 0.690
H 3.1172 -1.4589 -0.4421 -0.037
H 2.7944 -0.5526 1.0438 0.340
H 4.7867 1.6520 0.6521 0.460
H 3.1059 2.0130 1.0618 0.224
H 3.8440 2.7789 -0.3426 0.308
H 2.0108 0.7354 -2.2911 0.634
C 1.5289 -3.7466 -1.3475 -2.033
C 0.4011 -2.8146 -1.7748 1.665
C -0.9382 -3.5037 -1.5833 -1.984
O 0.4445 -1.6801 -0.8846 0.979
B 1.0234 -0.6136 -1.5149 0.970
O 1.2733 -0.9110 -2.8575 -0.889
C 0.6285 -2.1599 -3.1766 2.006
C -0.6724 -1.8196 -3.8979 -1.790
C 1.5403 -2.9461 -4.1042 -1.937
H 1.3791 -4.0119 -0.3010 0.476
H 2.4973 -3.2545 -1.4329 0.260
H 1.5416 -4.6600 -1.9458 0.375
H -0.9990 -3.8847 -0.5639 0.461
H -1.0516 -4.3405 -2.2780 0.384
H -1.7646 -2.8098 -1.7253 0.288
H -1.3184 -1.2091 -3.2654 0.094
H -1.2207 -2.7163 -4.1938 0.339
H -0.4344 -1.2417 -4.7921 0.472
H 2.5342 -3.0600 -3.6758 0.343
H 1.6362 -2.4111 -5.0502 0.444
H 1.1290 -3.9377 -4.3099 0.328
```



Entry 3:
A molecular structure, C29H41Cl5P2V, computed with wB97M-V/def2-TZVPD.

Results
total energy: -5056.94359 Eh
spin multiplicity: 3
Kohn-Sham gap (alpha / beta): 4.469 / 5.140 eV
total charge: +1
energy relative to the best compared isomer or geometry (same formula, charge and spin): 0.000 eV

```
78
Properties=species:S:1:pos:R:3:mulliken_spin:R:1
V 0.1713 -0.7187 1.4054 2.188
C -0.7675 -2.3595 2.4255 0.059
C 0.5466 -2.7353 2.0029 -0.078
C 0.7375 -0.9427 3.4647 -0.049
C -0.6501 -1.2499 3.3186 -0.083
C 1.4784 -1.8718 2.6649 -0.026
C -2.0381 -3.0249 2.0323 0.008
H -1.9488 -3.5156 1.0568 0.004
H -2.8528 -2.2947 1.9957 -0.005
H -2.3115 -3.7946 2.7685 -0.002
C -1.7350 -0.5254 4.0189 0.024
H -2.7208 -0.8192 3.6426 -0.001
H -1.5954 0.5544 3.8961 -0.015
H -1.6978 -0.7145 5.0980 0.004
C 1.2864 0.1119 4.3421 0.064
H 1.1475 -0.1580 5.4009 0.000
H 0.7513 1.0553 4.1859 -0.014
H 2.3555 0.2609 4.1612 0.000
C 2.9556 -1.9612 2.5939 0.001
H 3.3324 -2.5652 3.4329 -0.002
H 3.4140 -0.9693 2.6636 -0.003
H 3.2733 -2.4477 1.6646 0.003
C 0.9011 -3.8708 1.1049 0.035
H 1.1316 -4.7745 1.6880 -0.001
H 1.7863 -3.6402 0.5004 -0.010
H 0.0676 -4.1163 0.4344 -0.009
C -1.5213 0.7409 -4.2641 0.000
C -1.6671 -0.5807 -4.4358 0.001
C -0.9168 -1.4419 -5.4115 0.000
C 0.5472 -0.9989 -5.6691 0.000
C 1.3061 -0.5542 -4.4588 0.000
C 1.4507 0.7332 -4.0731 -0.001
C 0.7423 1.9110 -4.6724 0.001
C -0.7057 1.6398 -5.1482 0.000
H -1.4533 -1.4486 -6.3790 0.000
H 0.5555 -0.2093 -6.4344 0.000
H -0.9268 -2.4914 -5.0657 0.000
H -0.6853 1.2391 -6.1735 0.000
H -2.1774 1.2686 -3.5612 0.000
H -2.5394 -1.0708 -3.9919 0.000
H -1.2269 2.6104 -5.2109 0.000
H 0.7343 2.7404 -3.9439 0.000
H 2.2096 0.9983 -3.3361 0.000
H 1.3299 2.2775 -5.5353 0.000
H 1.0850 -1.8592 -6.1030 0.000
H 1.8486 -1.3500 -3.9452 0.000
P -1.2481 -0.3831 -0.5666 -0.045
C -2.6691 0.7125 -0.6885 0.001
C -1.5058 -1.9138 -1.4873 0.025
P 1.7926 0.0822 -0.3045 -0.045
C 0.2451 0.4642 -1.2950 -0.013
C 2.7884 -1.0810 -1.2725 0.007
C 2.7668 1.5890 -0.0732 0.004
H -2.5132 1.5646 -0.0131 0.000
H -3.5629 0.1695 -0.3573 -0.001
H -2.8338 1.0788 -1.7103 0.000
H -1.4913 -1.6925 -2.5547 0.006
H -2.4822 -2.3441 -1.2245 0.005
H -0.7296 -2.6595 -1.2748 -0.017
H 2.9506 2.1101 -1.0232 0.000
H 3.7303 1.3018 0.3674 0.000
H 2.2607 2.2694 0.6226 -0.004
H 0.0966 1.5596 -1.3682 0.005
H 0.3628 0.0647 -2.3080 0.012
H 3.7789 -1.1783 -0.8058 0.003
H 2.9168 -0.7626 -2.3120 -0.003
H 2.3121 -2.0689 -1.2575 -0.007
Cl -1.1309 2.0593 6.8914 0.000
C -1.0966 3.0004 5.4511 0.000
C -0.8274 2.4252 4.2466 0.015
C -0.7365 3.0719 3.0642 -0.011
Cl -0.2783 2.1712 1.6067 -0.031
C -0.9960 4.4636 3.0306 -0.002
Cl -0.9177 5.3234 1.5631 0.000
C -1.3011 5.1251 4.2481 0.000
Cl -1.6191 6.8024 4.2447 0.000
C -1.3508 4.4034 5.4706 0.001
Cl -1.7192 5.2053 6.9390 0.000
```



Entry 4:
4 unconnected molecules or ions with the total composition C29H41F24N2O5, computed with wB97M-V/def2-TZVPD.

Results
total energy: -4011.54612 Eh
Kohn-Sham gap: 9.614 eV
total charge: +1

```
101
Properties=species:S:1:pos:R:3:mulliken_charge:R:1
C 6.5120 -1.0243 2.7708 -0.774
C 7.0040 -0.2042 1.4245 -0.230
O 6.5018 1.1756 1.3343 -0.351
C 5.0747 1.2760 1.6839 -0.593
N 4.4312 2.5521 1.1012 0.727
C 3.1619 2.6242 1.9631 -0.114
C 2.0895 3.7621 1.4718 -0.730
C 0.8342 3.1993 0.5805 -0.292
C 0.0460 1.9044 1.2864 -0.951
N 0.2301 0.7444 0.3331 0.647
C -0.8717 0.6482 -0.6989 -0.766
C 0.4942 -0.5664 1.0403 -0.027
C 2.0264 -1.1968 0.8843 0.018
O -0.3738 -1.2703 1.7711 -0.586
C 4.2710 2.1368 -0.3666 0.459
C 5.4939 2.7973 -1.2776 -0.479
C 6.2530 3.9272 -0.3278 -0.475
C 5.3319 3.7965 1.0619 -0.656
H 5.5159 -1.5902 2.5011 0.202
H 6.2813 -0.2903 3.6655 0.236
H 7.3814 -1.7821 3.0756 0.350
H 6.8093 -0.8263 0.4421 0.148
H 8.1897 -0.1190 1.5210 0.335
H 4.9974 1.3959 2.8675 0.273
H 4.4464 0.3030 1.4306 0.227
H 2.7247 1.5281 1.9655 0.217
H 3.4097 2.8715 3.1029 0.315
H 2.5858 4.6474 0.8502 0.224
H 1.6082 4.2957 2.4234 0.354
H 0.0377 4.0582 0.3812 0.356
H 1.1929 2.8481 -0.5002 0.111
H 0.5074 1.7027 2.3660 0.352
H -1.0687 2.2207 1.4694 0.465
H -0.3301 0.6163 -1.7600 0.189
H -1.4825 1.6677 -0.6947 0.370
H -1.5456 -0.3053 -0.6203 0.114
H 2.6389 -0.4888 0.1467 -0.382
H 2.0130 -2.2643 0.3605 0.278
H 2.6099 -1.1932 1.9003 0.269
H 3.3210 2.5779 -0.9381 -0.056
H 4.1863 0.9937 -0.6207 -0.467
H 4.9288 3.4552 -2.0969 0.355
H 6.2083 2.0269 -1.8388 0.173
H 6.2152 4.9493 -0.9045 0.335
H 7.3258 3.4878 -0.0973 0.228
H 4.7557 4.8408 1.0291 0.290
H 6.0208 3.9703 2.0187 0.323
C 3.8187 -3.2243 -4.7074 -0.708
C 4.2553 -3.6758 -3.3056 0.855
C 3.3093 -3.2764 -2.1777 0.091
F 3.1717 -1.9363 -2.0668 -0.165
F 3.7848 -3.7090 -0.9785 -0.292
F 5.5218 -3.2398 -3.0699 -0.252
F 4.3345 -5.0438 -3.3287 -0.328
O 4.4175 -2.0209 -5.1974 -0.414
C 3.7948 -0.8101 -4.7708 0.643
C 4.7034 0.0466 -3.8819 0.265
F 5.1069 -0.6311 -2.7766 -0.186
F 4.0536 1.1558 -3.4405 -0.275
F 2.6061 -1.1041 -4.1888 -0.229
F 3.4924 -0.1292 -5.9096 -0.297
H 4.1634 -3.9989 -5.4050 0.428
H 2.7298 -3.2173 -4.8266 0.342
H 2.3168 -3.7172 -2.3173 0.257
H 5.5978 0.3643 -4.4259 0.269
C -3.8562 -4.9112 2.1276 -0.720
C -3.7411 -4.5279 0.6445 0.843
C -3.0356 -3.2026 0.3758 0.242
F -3.6720 -2.1528 0.9413 -0.169
F -2.9930 -2.9453 -0.9596 -0.309
F -4.9772 -4.5568 0.0782 -0.262
F -3.0283 -5.5214 0.0253 -0.332
O -5.0996 -4.6020 2.7641 -0.410
C -5.2232 -3.2656 3.2486 0.687
C -6.3122 -2.4669 2.5234 0.288
F -6.0858 -2.4102 1.1858 -0.197
F -6.3537 -1.1818 2.9641 -0.312
F -4.0082 -2.6654 3.2084 -0.258
F -5.5382 -3.3786 4.5677 -0.300
H -3.7975 -6.0067 2.1712 0.431
H -2.9987 -4.5701 2.7177 0.351
H -2.0036 -3.2210 0.7411 0.137
H -7.2973 -2.9166 2.6783 0.295
C -8.9096 1.4118 1.1097 -0.780
C -8.9065 0.2125 0.1500 0.882
C -7.5492 -0.1168 -0.4632 0.401
F -7.0538 0.9007 -1.2022 -0.242
F -7.6497 -1.1819 -1.3039 -0.289
F -9.8516 0.4048 -0.8088 -0.285
F -9.3245 -0.8786 0.8664 -0.311
O -9.3273 2.6625 0.5547 -0.412
C -8.3137 3.3970 -0.1301 0.751
C -8.5967 3.5483 -1.6290 0.204
F -8.7270 2.3423 -2.2390 -0.203
F -7.5784 4.1925 -2.2580 -0.257
F -7.1074 2.8348 0.1288 -0.269
F -8.2855 4.6239 0.4580 -0.299
H -9.6635 1.1938 1.8775 0.448
H -7.9723 1.5052 1.6689 0.364
H -6.8167 -0.3742 0.3089 0.029
H -9.5187 4.1119 -1.7991 0.245
```



Entry 5:
A molecular structure, C29H41F5OsP2, computed with wB97M-V/def2-TZVPD.

Results
total energy: -2401.44495 Eh
spin multiplicity: 5
Kohn-Sham gap (alpha / beta): 5.148 / 5.826 eV
total charge: +2
energy relative to the best compared isomer or geometry (same formula, charge and spin): 1.120 eV

```
78
Properties=species:S:1:pos:R:3:mulliken_spin:R:1
Os -0.0006 -0.3423 1.2003 1.361
C -0.8285 -2.1862 2.0702 -0.127
C 0.4878 -2.3968 1.5094 0.184
C 0.6695 -0.8795 3.2623 0.041
C -0.7000 -1.2791 3.1633 0.075
C 1.4127 -1.5704 2.2524 -0.010
C -2.0859 -2.9720 1.8370 -0.005
H -1.9757 -3.6982 1.0272 0.001
H -2.9354 -2.3132 1.6112 0.000
H -2.3370 -3.5341 2.7466 -0.001
C -1.7964 -1.0897 4.1485 -0.003
H -2.3400 -2.0276 4.2740 0.003
H -2.5388 -0.3578 3.8108 0.006
H -1.4009 -0.7615 5.1140 0.000
C 1.3163 -0.1348 4.3813 -0.007
H 0.8332 -0.3908 5.3317 0.000
H 1.2336 0.9477 4.2500 0.005
H 2.3811 -0.3642 4.4247 0.001
C 2.9117 -1.6005 2.2105 -0.020
H 3.2982 -2.0736 3.1255 0.002
H 3.3274 -0.5873 2.1550 -0.002
H 3.2715 -2.1846 1.3606 0.000
C 0.8918 -3.5693 0.6660 -0.018
H 0.9573 -4.4607 1.3193 0.001
H 1.8773 -3.4052 0.2238 0.006
H 0.1618 -3.7895 -0.1232 0.003
C -1.3435 0.9458 -3.3536 -0.038
C -1.6519 -0.3623 -3.5049 0.135
C -0.9563 -1.3015 -4.4570 0.041
C 0.5421 -1.0132 -4.7310 0.111
C 1.3312 -0.5709 -3.5441 0.782
C 1.6153 0.7227 -3.2336 0.776
C 0.9990 1.8876 -3.9405 0.044
C -0.5169 1.7440 -4.3033 -0.030
H -1.5034 -1.3191 -5.4176 -0.001
H 0.6273 -0.2847 -5.5442 0.005
H -1.0432 -2.3345 -4.0822 -0.016
H -0.5995 1.3287 -5.3190 -0.003
H -1.8967 1.5551 -2.6393 -0.017
H -2.6155 -0.7251 -3.1235 0.016
H -0.9492 2.7629 -4.3488 0.001
H 1.1142 2.7974 -3.3301 0.022
H 2.5004 0.9961 -2.6471 0.006
H 1.5654 2.0898 -4.8668 0.058
H 0.9937 -1.9531 -5.0952 -0.001
H 1.7827 -1.3978 -3.0101 0.025
P -1.6459 -0.1388 -0.3594 0.231
C -3.0118 0.9732 -0.2866 0.016
C -1.9166 -1.8382 -0.9540 0.073
P 1.6820 0.3165 -0.2086 0.217
C 0.0239 0.3479 -1.0975 0.055
C 2.8197 -0.9316 -0.8806 0.004
C 2.5853 1.8273 0.0034 0.000
H -2.8742 1.6465 0.5755 0.002
H -3.9276 0.3790 -0.1370 0.000
H -3.1038 1.5711 -1.2026 0.003
H -1.6615 -1.9709 -2.0083 -0.003
H -2.9724 -2.0859 -0.7511 -0.004
H -1.2638 -2.5082 -0.3763 -0.005
H 2.5236 2.4495 -0.9029 0.002
H 3.6363 1.5554 0.2128 0.001
H 2.1807 2.3771 0.8675 0.005
H -0.0669 1.3576 -1.5108 -0.108
H 0.0697 -0.3836 -1.9094 0.093
H 3.5897 -1.1144 -0.1173 0.006
H 3.3167 -0.5574 -1.7849 -0.002
H 2.2915 -1.8746 -1.0967 -0.009
F -1.0820 1.4361 4.1863 0.005
C -0.8091 2.3579 3.2265 0.061
C -0.5031 1.9943 1.9123 -0.096
C -0.4720 3.1137 1.0755 0.053
F -0.3442 3.0102 -0.2868 -0.010
C -0.6090 4.4428 1.5029 -0.013
F -0.5154 5.4492 0.6051 -0.001
C -0.8482 4.7362 2.8380 0.034
F -1.0038 5.9949 3.2782 0.004
C -0.9545 3.6625 3.7073 -0.021
F -1.2204 3.8576 5.0191 -0.001
```



- Which formula does entry 4 have?
  C29H41F24N2O5